Entry 1:
{"formula": "C27H35FeN5O2P2", "method": "ωB97M-V with the def2-TZVPD basis set", "s_squared": 6.1480, "multiplicity": 5, "e_homo_ev": [-7.6, -6.7], "relative_energy_kcal_mol": 11.4, "fmax_ev_per_a": 4.74, "orbital_gap_ev": [7.60, 4.26], "species": ["Fe", "C", "C", "C", "C", "C", "C", "C", "C", "C", "H", "H", "H", "H", "H", "H", "H", "H", "H", "H", "H", "H", "H", "H", "H", "P", "P", "N", "N", "N", "N", "C", "C", "C", "C", "C", "C", "C", "C", "C", "C", "C", "C", "C", "C", "C", "C", "C", "C", "H", "H", "H", "H", "H", "H", "H", "H", "H", "H", "H", "H", "H", "H", "H", "H", "H", "H", "H", "H", "O", "N", "O"], "xyz": [[4.3242, -1.0956, 0.9601], [4.2217, -3.1002, -0.4447], [3.6148, -1.9466, -0.9173], [2.1383, -1.6323, -0.7572], [1.7001, -0.7567, 0.4579], [2.3348, -1.0896, 1.7795], [2.7808, -2.3611, 2.1606], [2.5213, -3.6547, 1.4521], [3.5696, -4.1327, 0.3817], [6.1649, -1.0675, 1.7731], [5.1958, -3.3546, -0.8655], [4.1619, -1.3113, -1.6333], [1.5355, -2.5600, -0.7658], [1.8835, -1.0616, -1.6702], [1.8880, 0.3011, 0.2151], [0.6030, -0.8329, 0.5335], [2.3865, -0.2599, 2.4968], [3.2248, -2.4724, 3.1655], [1.5128, -3.6909, 1.0102], [2.5346, -4.4404, 2.2290], [4.3752, -4.6847, 0.8889], [3.0545, -4.8811, -0.2462], [6.7250, -2.0262, 1.7231], [6.0511, -0.7820, 2.8396], [6.7338, -0.2946, 1.2181], [-1.6851, 1.7310, 1.2689], [-1.2718, 1.1757, -1.9665], [-2.3122, 0.8989, 2.6902], [-2.3014, 3.3534, 1.8346], [-1.8483, -0.4784, -2.1741], [-1.5297, 1.6282, -3.6849], [-3.1307, 1.3694, 0.1579], [-2.8821, 1.8239, -1.2883], [-1.4914, 0.0354, 3.4328], [-2.2578, -0.5607, 4.4222], [-3.5919, -0.0560, 4.3063], [-3.6020, 0.8235, 3.2237], [-1.4363, 4.4263, 2.0515], [-2.1677, 5.5428, 2.4358], [-3.5442, 5.1504, 2.4606], [-3.5985, 3.8128, 2.0875], [-1.0008, -1.5329, -1.8311], [-1.6906, -2.7316, -1.9451], [-3.0207, -2.4106, -2.3566], [-3.0991, -1.0276, -2.4775], [-2.5210, 1.2712, -4.6104], [-2.4333, 2.1100, -5.7180], [-1.3622, 3.0333, -5.4660], [-0.8323, 2.7236, -4.2250], [-4.0433, 1.8590, 0.5310], [-3.2874, 0.2794, 0.1981], [-3.7363, 1.5511, -1.9291], [-2.7685, 2.9193, -1.3352], [-0.4480, -0.0603, 3.1687], [-1.9037, -1.2788, 5.1525], [-4.4394, -0.2956, 4.9280], [-4.4233, 1.3922, 2.8140], [-0.3778, 4.2870, 1.9091], [-1.7728, 6.5170, 2.6602], [-4.3998, 5.7696, 2.7124], [-4.4620, 3.1717, 1.9800], [0.0047, -1.3160, -1.5451], [-1.2719, -3.7069, -1.7512], [-3.8307, -3.1082, -2.5353], [-3.9347, -0.3991, -2.7658], [-3.1905, 0.4484, -4.4363], [-3.0663, 2.0704, -6.5911], [-1.0379, 3.8267, -6.1239], [-0.0275, 3.1699, -3.6633], [7.6300, -2.8211, -0.6629], [6.8791, -2.0313, -1.2693], [7.2823, -1.1678, -2.0588]], "atomic_forces_ev_per_a": [[0.3, -1.6, -0.2], [-0.2, 1.7, -1.1], [0.2, -0.4, 0.5], [-0.3, 0.1, -0.5], [-0.4, -0.1, -0.5], [0.8, -0.9, 0.5], [-0.1, 1.7, 0.0], [0.0, -1.0, -0.2], [-0.3, -0.6, 0.9], [0.4, 0.2, 0.3], [-0.4, 0.0, 0.4], [-0.1, -0.4, 0.3], [0.4, 0.4, -0.1], [-0.1, -0.3, 0.4], [0.0, -0.2, 0.1], [0.1, 0.1, 0.0], [0.0, -0.4, -0.1], [-0.2, 0.3, -0.6], [0.3, 0.2, 0.2], [-0.2, 0.3, -0.3], [-0.3, 0.1, 0.0], [0.2, 0.2, 0.0], [-0.4, 0.6, 0.0], [0.4, 0.1, -0.5], [0.1, -0.3, 0.5], [-2.7, 1.4, 2.0], [-2.2, -0.9, -2.2], [0.5, -1.0, 0.2], [0.6, 0.3, -0.6], [0.4, -0.7, 0.7], [0.4, 0.9, -0.1], [0.1, -0.2, -0.3], [0.3, 0.4, 0.1], [-1.1, 0.1, 0.3], [0.3, 0.4, -0.5], [0.6, 0.8, -1.3], [0.5, -0.7, 0.7], [-0.9, 0.3, 0.1], [0.1, -1.2, -0.3], [0.4, -0.9, -0.3], [0.5, 0.7, 0.0], [-1.3, -0.5, -0.4], [0.3, 1.1, 0.0], [0.2, 1.0, 0.0], [0.4, -0.6, 0.2], [0.5, 0.9, -0.4], [0.5, -0.3, 1.4], [-0.1, -0.5, 0.7], [-0.8, -0.5, -0.5], [0.4, -0.3, -0.1], [0.1, 0.2, 0.0], [0.5, 0.1, 0.1], [-0.2, -0.2, 0.1], [-0.1, -0.1, 0.1], [0.0, 0.2, -0.1], [0.0, 0.0, 0.0], [0.2, -0.2, 0.1], [0.0, 0.1, 0.0], [0.1, 0.0, 0.0], [0.2, -0.2, -0.1], [0.2, 0.3, 0.0], [0.0, -0.1, 0.0], [-0.1, 0.0, 0.0], [0.2, 0.2, 0.0], [0.2, -0.3, 0.2], [0.1, 0.0, 0.0], [0.1, -0.1, 0.1], [0.1, -0.1, 0.1], [0.0, 0.0, -0.1], [-2.6, 1.7, -1.4], [4.7, 0.2, -0.3], [-1.8, -1.7, 1.7]], "mulliken_charge": [0.186, 0.228, -0.979, -0.787, 0.543, -1.243, -0.152, -0.948, -0.970, -1.115, 0.420, 0.646, 0.114, 0.597, 0.219, 0.162, 0.635, 0.491, 0.306, 0.449, 0.495, 0.316, 0.205, 0.355, 0.257, 0.079, -0.104, 0.399, 0.353, 0.426, 0.281, -0.695, -1.201, -0.353, -0.591, -0.690, -0.108, -0.448, -0.631, -0.693, -0.108, -0.077, -0.603, -1.117, -0.112, -0.120, -0.586, -0.570, -0.424, 0.419, 0.504, 0.504, 0.501, 0.348, 0.404, 0.431, 0.208, 0.391, 0.416, 0.418, 0.218, -0.132, 0.457, 0.446, 0.465, 0.283, 0.435, 0.407, 0.356, -0.325, 0.542, -0.435]}


Entry 2:
{"formula": "C27H35MoN2O2PS3Si", "method": "ωB97M-V with the def2-TZVPD basis set", "s_squared": 2.0229, "multiplicity": 3, "e_homo_ev": [-7.1, -7.3], "relative_energy_kcal_mol": 10.5, "fmax_ev_per_a": 1.11, "orbital_gap_ev": [7.21, 6.90], "species": ["Mo", "S", "C", "S", "S", "N", "P", "C", "C", "C", "C", "C", "C", "C", "C", "C", "C", "C", "C", "C", "C", "C", "C", "C", "N", "H", "H", "H", "H", "H", "H", "H", "H", "H", "H", "H", "H", "H", "H", "H", "C", "C", "C", "C", "O", "H", "H", "H", "H", "H", "H", "H", "H", "H", "C", "Si", "C", "C", "C", "H", "H", "H", "H", "H", "H", "H", "H", "H", "H", "H", "O", "C"], "xyz": [[-0.0523, -1.0946, -0.5141], [-0.4623, -3.9671, -4.0910], [-0.0154, -2.9806, -2.8683], [-0.0305, -1.2243, -2.9856], [0.3733, -3.4924, -1.2432], [-2.6688, 0.4775, -1.5724], [-1.1666, 1.0144, -0.9601], [-1.5634, 2.0619, 0.4645], [-0.9199, 1.8075, 1.6686], [-1.2164, 2.5683, 2.7939], [-2.1604, 3.5790, 2.7115], [-2.8047, 3.8405, 1.5054], [-2.5031, 3.0890, 0.3827], [-0.6586, 2.1907, -2.2422], [-0.9288, 1.9182, -3.5830], [-0.5333, 2.8131, -4.5689], [0.1330, 3.9776, -4.2215], [0.4068, 4.2507, -2.8868], [0.0126, 3.3643, -1.8989], [-3.0623, -0.8058, -1.3043], [-4.3098, -1.2961, -1.6976], [-4.6592, -2.5716, -1.3361], [-3.7863, -3.3388, -0.5675], [-2.5703, -2.7990, -0.2389], [-2.1855, -1.5605, -0.6217], [-3.2764, 1.0573, -2.1280], [-0.1867, 1.0119, 1.7206], [-0.7120, 2.3664, 3.7302], [-2.3972, 4.1705, 3.5867], [-3.5371, 4.6348, 1.4426], [-2.9931, 3.3104, -0.5591], [-1.4230, 0.9969, -3.8619], [-0.7408, 2.5915, -5.6074], [0.4414, 4.6747, -4.9902], [0.9319, 5.1568, -2.6139], [0.2373, 3.5786, -0.8631], [-4.9705, -0.6658, -2.2766], [-5.6163, -2.9739, -1.6433], [-4.0307, -4.3406, -0.2482], [-1.8433, -3.3511, 0.3341], [0.6749, -1.1040, 3.6164], [-0.2151, -1.9375, 2.7026], [0.0638, -3.4195, 2.9176], [-1.6832, -1.6237, 2.9723], [0.1001, -1.6308, 1.3584], [0.5208, -1.3728, 4.6639], [0.4626, -0.0389, 3.5023], [1.7226, -1.2723, 3.3695], [-0.2365, -3.7346, 3.9197], [1.1274, -3.6295, 2.7913], [-0.4851, -4.0156, 2.1861], [-1.9136, -1.7380, 4.0343], [-2.3401, -2.2926, 2.4128], [-1.9128, -0.5975, 2.6797], [5.1273, -1.9961, -0.0153], [4.1635, -0.4193, 0.0983], [4.0185, 0.1597, 1.8518], [4.8938, 0.9042, -0.9705], [2.4507, -0.8027, -0.6205], [6.1711, -1.8460, 0.2713], [5.1085, -2.3848, -1.0362], [4.7003, -2.7579, 0.6417], [5.0004, 0.4461, 2.2380], [3.6185, -0.6205, 2.5005], [3.3629, 1.0313, 1.9110], [5.8940, 1.1816, -0.6280], [4.2585, 1.7917, -0.9410], [4.9719, 0.5710, -2.0082], [2.5778, -0.9825, -1.6927], [2.1063, -1.7539, -0.1900], [1.6945, 1.5036, -0.2636], [1.4443, 0.3414, -0.4209]], "atomic_forces_ev_per_a": [[0.7, -0.5, -0.7], [0.2, 0.0, 0.0], [-0.4, 0.0, 0.1], [0.1, 0.0, 0.0], [0.0, 0.3, 0.0], [0.2, 0.1, 0.0], [-0.3, 0.2, -0.1], [0.0, 0.0, 0.0], [0.0, 0.1, 0.1], [0.0, 0.0, -0.1], [0.0, 0.0, 0.0], [0.0, 0.0, 0.0], [0.0, 0.0, 0.0], [-0.1, 0.0, 0.0], [0.0, 0.0, 0.0], [0.0, 0.0, 0.1], [0.0, 0.0, 0.0], [0.0, 0.0, 0.0], [0.0, 0.0, 0.0], [0.0, 0.0, 0.1], [0.1, 0.1, 0.0], [-0.1, -0.2, 0.0], [0.0, 0.0, 0.0], [0.1, 0.1, 0.0], [-0.3, -0.2, 0.0], [0.0, 0.0, 0.0], [0.0, 0.0, 0.0], [0.0, 0.0, 0.0], [0.0, 0.0, 0.0], [0.0, 0.0, 0.0], [0.0, 0.0, 0.0], [0.0, 0.0, 0.0], [0.0, 0.0, 0.0], [0.0, 0.0, 0.0], [0.0, 0.0, 0.0], [0.0, 0.0, 0.0], [0.0, 0.0, 0.0], [0.0, 0.0, 0.0], [0.0, 0.0, 0.0], [0.0, 0.0, 0.0], [0.0, 0.1, 0.1], [0.0, 0.1, -0.4], [0.0, -0.1, 0.0], [-0.1, 0.0, 0.1], [0.1, 0.1, 0.5], [0.0, 0.0, 0.0], [0.0, 0.0, 0.0], [0.0, 0.0, 0.0], [0.0, 0.0, 0.0], [0.0, 0.0, 0.0], [0.0, 0.0, 0.0], [0.0, 0.0, 0.0], [0.0, 0.0, 0.0], [0.0, 0.0, 0.0], [0.1, -0.2, 0.0], [-0.2, 0.1, 0.0], [0.0, 0.1, 0.2], [0.1, 0.2, -0.1], [-0.2, 0.1, 0.0], [0.0, 0.0, 0.0], [0.0, 0.0, 0.0], [0.0, 0.0, 0.0], [0.0, 0.0, 0.0], [0.0, 0.0, 0.0], [0.0, 0.0, 0.0], [0.0, 0.0, 0.0], [0.0, 0.0, 0.0], [0.0, 0.0, 0.0], [0.0, 0.0, 0.0], [0.1, -0.1, 0.0], [0.1, 0.0, 0.0], [-0.2, -0.2, 0.2]], "mulliken_charge": [-1.334, -0.247, 0.268, -0.201, -0.289, 0.464, 1.980, 0.242, -0.226, -0.844, -0.511, -0.837, -0.212, 0.688, -0.487, -0.911, -0.448, -0.798, -0.324, 0.190, -1.049, -0.290, -1.240, -0.506, 0.562, 0.345, -0.011, 0.416, 0.414, 0.410, 0.387, 0.390, 0.431, 0.395, 0.408, 0.418, 0.448, 0.423, 0.460, 0.619, -1.221, 1.370, -1.587, -1.455, -0.113, 0.502, 0.122, 0.128, 0.416, 0.335, 0.302, 0.492, 0.288, 0.224, -1.125, 0.185, -0.907, -1.067, 0.067, 0.342, 0.334, 0.326, 0.437, 0.169, 0.295, 0.331, 0.289, 0.336, 0.625, 0.203, -0.525, 0.286]}


Entry 3:
{"formula": "C27H35N2ORu", "method": "ωB97M-V with the def2-TZVPD basis set", "s_squared": 6.0527, "multiplicity": 5, "e_homo_ev": [-8.9, -11.2], "total_charge": 1, "relative_energy_kcal_mol": 0.0, "fmax_ev_per_a": 3.92, "orbital_gap_ev": [5.55, 6.77], "species": ["C", "C", "C", "C", "C", "Ru", "C", "C", "H", "C", "H", "H", "C", "H", "H", "H", "C", "H", "H", "H", "C", "H", "H", "H", "C", "H", "H", "H", "C", "H", "H", "H", "C", "H", "H", "H", "C", "H", "H", "H", "C", "C", "C", "C", "H", "C", "H", "C", "H", "H", "H", "N", "C", "O", "C", "C", "C", "C", "N", "C", "H", "H", "H", "H", "H", "H"], "xyz": [[0.7108, -2.2594, 0.2342], [1.6049, -1.4531, -0.5639], [1.0412, -1.3421, -1.8785], [-0.2067, -2.0650, -1.9048], [-0.3980, -2.6461, -0.6063], [-0.3819, -0.2622, -0.2307], [-2.6859, 0.9330, -0.6097], [-2.3854, 0.5671, 0.7071], [-2.1558, 1.3715, 1.4159], [-2.1344, -0.7992, 1.0879], [-2.7702, -1.5755, 0.6441], [-1.8934, -0.9826, 2.1419], [-2.8228, 2.3981, -0.9496], [-2.2243, 3.0257, -0.2706], [-2.4941, 2.6042, -1.9816], [-3.8867, 2.6995, -0.8678], [-3.3522, -0.0183, -1.5837], [-3.2260, -1.0774, -1.3096], [-4.4403, 0.1978, -1.6116], [-2.9751, 0.1238, -2.6103], [2.9365, -0.9045, -0.1318], [2.9350, -0.6371, 0.9365], [3.7371, -1.6499, -0.2988], [3.1907, 0.0027, -0.7032], [1.7507, -0.7542, -3.0638], [2.2695, 0.1820, -2.8052], [2.5032, -1.4795, -3.4287], [1.0589, -0.5338, -3.8893], [-1.0427, -2.3343, -3.1252], [-1.0409, -1.4773, -3.8181], [-0.6504, -3.2076, -3.6814], [-2.0898, -2.5547, -2.8622], [-1.4686, -3.6369, -0.2482], [-2.4276, -3.4057, -0.7417], [-1.1653, -4.6490, -0.5774], [-1.6423, -3.6758, 0.8383], [0.9569, -2.6991, 1.6518], [0.0118, -2.9380, 2.1657], [1.5953, -3.6028, 1.6786], [1.4624, -1.9094, 2.2308], [0.0143, 1.3953, -1.6296], [0.6754, 2.5646, -1.1785], [-0.2745, 1.3422, -3.0149], [1.0236, 3.6077, -2.0536], [0.9252, 2.6709, -0.1173], [0.0664, 2.3762, -3.8990], [-0.7810, 0.4606, -3.4280], [0.7218, 3.5202, -3.4196], [1.5332, 4.4957, -1.6610], [-0.1782, 2.2872, -4.9643], [0.9928, 4.3326, -4.1030], [1.0512, 0.6561, 6.6451], [0.4508, 0.2617, 5.4945], [-0.5281, -0.4681, 5.5795], [0.9427, 0.6776, 4.1305], [2.0506, 1.5005, 3.9556], [2.4787, 1.7911, 2.6769], [1.7898, 1.2861, 1.5744], [0.6591, 0.5058, 1.6714], [0.2816, 0.2044, 2.9739], [0.6782, 0.3366, 7.5525], [1.8785, 1.2623, 6.6643], [2.6164, 1.9010, 4.7824], [3.3652, 2.3959, 2.5326], [2.2540, 1.4958, 0.6349], [-0.4926, -0.4337, 3.2243]], "atomic_forces_ev_per_a": [[0.2, -0.6, -0.7], [-0.3, -0.6, -0.2], [0.1, -0.9, -0.2], [1.1, -0.2, 0.2], [0.6, -0.3, 0.1], [-2.6, 2.9, 0.2], [-0.4, 0.3, 0.1], [0.5, -0.9, 0.1], [0.1, -0.2, -0.3], [-0.7, 0.5, 0.2], [0.5, 0.3, 0.1], [-0.2, 0.0, -0.6], [0.2, 0.1, 0.0], [-0.3, -0.2, -0.2], [-0.1, -0.1, 0.4], [0.4, -0.2, 0.0], [0.2, -0.2, -0.1], [-0.1, 0.4, -0.1], [0.5, 0.0, 0.1], [-0.1, 0.0, 0.4], [0.1, -0.1, 0.0], [0.1, -0.4, -0.4], [-0.3, 0.3, 0.1], [0.0, -0.4, 0.1], [0.2, -0.1, -0.1], [-0.2, -0.3, -0.1], [-0.3, 0.3, 0.1], [0.4, -0.2, 0.3], [-0.1, 0.1, -0.1], [0.0, -0.4, 0.2], [-0.1, 0.4, 0.3], [0.4, 0.1, -0.1], [0.0, -0.1, 0.0], [0.3, -0.1, 0.2], [-0.2, 0.4, 0.1], [0.1, 0.0, -0.4], [0.0, -0.1, 0.0], [0.3, 0.0, -0.2], [-0.3, 0.4, 0.0], [-0.1, -0.4, -0.2], [0.5, 0.4, -0.9], [-0.3, -0.3, -0.2], [-0.1, 0.3, 0.3], [-0.1, -0.2, -0.2], [-0.3, 0.2, -0.5], [0.0, 0.1, 0.4], [0.2, 0.4, 0.2], [-0.1, -0.2, 0.2], [-0.2, -0.4, -0.2], [0.1, 0.0, 0.5], [-0.1, -0.4, 0.3], [1.2, 0.9, 0.2], [-1.3, -1.0, 0.8], [0.1, 0.1, -0.7], [0.5, 0.4, -0.6], [-0.1, -0.1, -0.1], [-0.3, -0.2, -0.3], [-0.6, -0.5, 1.4], [1.3, 0.7, 2.8], [2.5, 2.0, -0.4], [0.2, 0.2, -1.1], [-0.8, -0.6, 0.0], [0.0, 0.0, 0.2], [-0.1, 0.0, -0.2], [-0.5, -0.2, -0.6], [-1.6, -1.2, -0.3]], "mulliken_charge": [0.411, 0.696, 0.665, 0.760, 0.351, -0.562, 1.510, -0.971, 0.394, -0.949, 0.498, 0.369, -1.304, 0.327, 0.286, 0.419, -0.918, 0.078, 0.480, 0.164, -1.644, 0.487, 0.312, 0.327, -1.389, 0.302, 0.372, 0.450, -1.622, 0.371, 0.347, 0.306, -1.405, 0.408, 0.346, 0.343, -1.701, 0.302, 0.358, 0.327, 1.299, -0.207, -0.061, -0.644, 0.542, -0.706, 0.297, -0.777, 0.394, 0.441, 0.362, -0.364, 0.538, -0.636, -0.081, -0.619, -1.853, -0.759, 1.033, -0.644, 0.262, 0.147, 0.302, 0.476, 1.048, 0.909]}